# 1
{
  "formula": "C35H37CrIP2",
  "method": "ωB97M-V/def2-TZVPD",
  "lumo_ev": [-0.42, -0.34],
  "spin_multiplicity": 5,
  "gap_ev": [6.4, 6.8],
  "e_above_lowest_kj_mol": 197.8,
  "species": ["Cr", "C", "C", "C", "C", "C", "C", "C", "C", "C", "H", "H", "H", "H", "H", "H", "H", "H", "H", "H", "H", "H", "H", "H", "H", "P", "P", "C", "C", "C", "C", "C", "C", "C", "C", "C", "C", "C", "C", "C", "C", "C", "C", "C", "C", "C", "C", "C", "C", "C", "C", "C", "C", "H", "H", "H", "H", "H", "H", "H", "H", "H", "H", "H", "H", "H", "H", "H", "H", "H", "H", "H", "H", "H", "H", "I"],
  "xyz": [[1.073442, -0.475733, -6.028459], [-1.023393, 0.092197, -0.922930], [-2.050835, -0.137226, -1.712901], [-3.116391, 0.835158, -2.205695], [-2.608283, 1.795879, -3.336795], [-1.355985, 2.614292, -3.055162], [-0.716084, 2.769705, -1.895614], [-1.365930, 2.577265, -0.557345], [-1.061288, 1.212490, 0.108150], [2.374738, -2.007687, -5.576993], [-0.057348, -0.405792, -1.033715], [-2.290862, -1.184464, -1.918625], [-3.509322, 1.428063, -1.365912], [-3.949370, 0.239346, -2.626262], [-2.455576, 1.194292, -4.248082], [-3.433984, 2.493362, -3.557789], [-0.900870, 3.016386, -3.966378], [0.366785, 2.849308, -1.862941], [-2.435436, 2.659480, -0.708399], [-1.056255, 3.407898, 0.086449], [-0.117149, 1.282750, 0.664222], [-1.896729, 0.972002, 0.790187], [2.044684, -2.463917, -4.617763], [3.428063, -1.672933, -5.497169], [2.197829, -2.668215, -6.433804], [0.109336, -1.765974, -8.347726], [1.530692, 0.582631, -7.883608], [-0.810121, -0.259155, -8.833376], [-0.159791, 0.877425, -8.515663], [-0.415068, -2.977925, -9.700353], [-1.497651, -2.761784, -10.576123], [-1.969001, -3.793471, -11.397296], [-1.324474, -5.033131, -11.394053], [-0.136631, -5.206172, -10.664766], [0.325889, -4.172509, -9.844137], [-1.013644, -2.197163, -6.946028], [-1.107479, -1.267501, -5.870183], [-1.902859, -1.636184, -4.756482], [-2.785599, -2.729172, -4.852760], [-2.678021, -3.621198, -5.940242], [-1.723467, -3.393611, -6.931374], [2.406452, 0.774626, -9.508335], [2.189054, -0.122709, -10.583939], [2.584115, 0.190843, -11.887299], [3.249254, 1.395252, -12.151943], [3.523093, 2.276939, -11.099201], [3.093589, 1.974168, -9.798588], [1.859116, 2.170060, -6.995204], [3.128234, 2.290764, -6.397320], [3.450477, 3.445249, -5.690209], [2.522858, 4.492220, -5.590731], [1.264563, 4.360776, -6.187063], [0.923228, 3.201826, -6.888312], [-1.767742, -0.344381, -9.334238], [-0.443550, 1.873960, -8.815667], [-1.974181, -1.786033, -10.627152], [-2.855852, -3.623285, -12.019048], [-1.730497, -5.855717, -11.985331], [0.414077, -6.149701, -10.734339], [1.267081, -4.291782, -9.303861], [-0.914637, -0.158771, -6.023315], [-1.835648, -1.063981, -3.821813], [-3.530255, -2.909208, -4.072848], [-3.338711, -4.480006, -6.011064], [-1.552434, -4.131404, -7.715123], [1.674345, -1.073064, -10.407460], [2.390781, -0.510604, -12.704472], [3.542036, 1.649927, -13.169060], [4.076771, 3.207443, -11.287402], [3.289293, 2.707810, -9.007051], [3.835366, 1.458082, -6.454387], [4.421729, 3.524057, -5.199419], [2.781948, 5.402962, -5.046766], [0.533405, 5.164598, -6.110614], [-0.069489, 3.103781, -7.325230], [1.586370, 0.530589, -3.427697]],
  "forces_ev_per_angstrom": [[0.834, -1.191, 4.110], [0.985, 1.200, 1.156], [-1.558, -0.837, -0.565], [-0.084, -0.084, 0.462], [-0.598, 0.549, 0.839], [0.155, -0.272, -0.419], [-0.298, -0.474, 0.155], [0.006, -0.164, 0.011], [0.134, 0.551, -0.791], [0.120, 0.200, -0.122], [-0.696, -0.931, 0.561], [0.802, 0.150, -1.010], [-0.207, -0.257, -0.435], [0.267, 0.378, 0.219], [0.186, 0.294, 0.236], [0.004, -0.300, -0.137], [0.328, -0.595, 0.190], [-0.066, 0.968, -0.322], [-0.013, 0.296, 0.278], [-0.078, -0.116, 0.052], [-0.272, -0.210, -0.069], [0.554, 0.116, 0.027], [0.190, 0.277, -0.660], [-0.546, -0.349, -0.091], [0.389, -0.287, 0.158], [-1.044, -1.475, -1.235], [1.015, 2.813, -2.051], [0.782, 0.533, 0.280], [-0.045, -1.163, -0.786], [0.002, 0.082, -0.267], [0.161, -0.402, 0.218], [0.160, 0.108, 0.178], [0.241, 0.075, 0.081], [-0.351, 0.241, -0.126], [-0.339, 0.193, 0.135], [0.064, 0.681, 0.063], [-1.498, -0.723, -0.298], [-0.211, 0.086, -0.282], [0.855, -0.158, -0.313], [0.102, 0.683, 0.400], [-0.103, -0.187, 0.372], [0.225, 0.538, -0.939], [-0.065, 0.096, 0.331], [0.267, 0.159, 0.228], [-0.106, 0.032, 0.479], [-0.036, -0.324, -0.032], [0.008, -0.061, 0.044], [0.397, -0.161, -0.449], [-0.396, 0.227, 0.158], [-0.086, 0.085, -0.064], [-0.095, -0.334, -0.221], [0.097, 0.016, 0.091], [0.368, 0.068, 0.281], [-0.017, 0.368, 0.128], [-0.396, 0.072, 0.034], [-0.097, -0.320, 0.117], [0.426, -0.110, 0.224], [0.188, 0.246, 0.120], [-0.194, 0.404, 0.056], [-0.323, -0.016, 0.050], [-0.102, -1.007, 0.345], [-0.266, 0.006, -0.724], [0.409, 0.033, -0.151], [0.116, 0.075, 0.056], [-0.189, 0.233, 0.136], [0.168, 0.369, -0.098], [0.015, 0.226, 0.366], [-0.025, -0.090, 0.222], [-0.359, -0.453, 0.115], [-0.137, -0.388, -0.324], [-0.204, 0.282, 0.037], [-0.283, 0.003, -0.154], [-0.117, -0.315, -0.150], [0.188, -0.146, 0.045], [0.296, 0.149, 0.166], [-0.006, -0.259, -0.727]]
}

# 2
{
  "formula": "C5H14N2O",
  "method": "ωB97M-V/def2-TZVPD",
  "lumo_ev": 0.97,
  "gap_ev": 9.7,
  "e_above_lowest_kj_mol": 219.7,
  "smiles": "CN[C@H](CN)[C@H](C)O",
  "species": ["C", "N", "C", "C", "C", "O", "C", "N", "H", "H", "H", "H", "H", "H", "H", "H", "H", "H", "H", "H", "H", "H"],
  "xyz": [[1.931623, -1.010139, 1.312424], [0.538248, -1.456226, 1.004983], [-0.328560, -0.496363, 0.330759], [0.064622, 0.984682, 0.435822], [-1.146192, 1.926470, 0.376644], [0.930800, 1.401766, -0.644791], [-0.333446, -1.058956, -1.150379], [-1.016116, -0.224736, -2.122563], [2.224067, -0.329701, 0.508442], [2.046469, -0.567286, 2.297274], [2.537536, -1.917325, 1.309741], [0.203699, -1.654009, 1.935732], [-1.365196, -0.573624, 0.659063], [0.644222, 1.232495, 1.329645], [-1.749224, 1.808012, 1.297823], [-1.838697, 1.686025, -0.425013], [-0.815651, 2.956319, 0.463994], [0.448452, 1.115204, -1.425700], [-0.834487, -2.013824, -0.964239], [0.632835, -1.400558, -1.504559], [-2.005628, -0.110973, -1.946355], [-0.769369, -0.297251, -3.078751]],
  "forces_ev_per_angstrom": [[-0.557, -0.595, -1.184], [0.524, 0.167, 1.690], [0.917, 0.024, -1.515], [-0.055, 1.330, -1.041], [-0.477, -0.679, 1.948], [0.208, -0.539, 0.591], [-1.054, -0.462, 0.784], [0.039, 0.736, 1.166], [0.434, -0.078, 0.332], [-0.095, 0.432, 0.044], [0.246, 0.182, -0.162], [-0.757, -0.279, -0.085], [0.047, -0.240, 0.376], [-0.200, -0.375, 0.094], [0.126, -0.220, -0.172], [0.303, 0.406, -0.393], [0.020, 0.140, -0.742], [-0.118, 0.091, -0.498], [-0.215, -0.155, -0.326], [0.441, 0.677, 0.093], [0.199, -0.146, -0.342], [0.025, -0.417, -0.659]]
}

# 3
{
  "formula": "C5H8O2",
  "method": "ωB97M-V/def2-TZVPD",
  "lumo_ev": 0.98,
  "gap_ev": 11.4,
  "e_above_lowest_kj_mol": 94.7,
  "smiles": "CC1(OC=O)CC1",
  "species": ["C", "C", "C", "C", "O", "C", "O", "H", "H", "H", "H", "H", "H", "H", "H"],
  "xyz": [[-0.297424, 1.455688, -0.328866], [-0.184967, 0.066391, 0.221529], [-0.733748, -1.111551, -0.516716], [-1.339601, -0.672827, 0.797309], [1.039829, -0.109145, 0.915616], [2.131685, -0.200312, 0.137148], [2.184971, -0.317190, -1.063603], [-1.171467, 1.568816, -0.974320], [0.584962, 1.666594, -0.933401], [-0.371242, 2.219729, 0.456164], [-1.273140, -0.916530, -1.441991], [-0.155772, -2.031389, -0.523063], [-2.307434, -0.180958, 0.793415], [-1.122793, -1.265371, 1.681809], [3.016145, -0.171942, 0.778970]],
  "forces_ev_per_angstrom": [[-0.137, 0.418, -0.117], [-0.345, 0.065, -0.386], [0.006, -0.177, -0.091], [-0.073, 0.066, 0.232], [0.307, -0.040, -0.229], [0.350, -0.335, -0.593], [-0.343, 0.241, 0.991], [0.032, -0.143, 0.078], [-0.065, 0.069, -0.055], [0.060, -0.279, -0.026], [0.105, -0.010, 0.251], [-0.048, 0.214, 0.041], [0.141, -0.059, 0.010], [-0.099, 0.008, -0.198], [0.108, -0.038, 0.091]]
}

Number 1: E -3380.54888 Eh. Number 2: E -383.61702 Eh. Number 3: E -345.76890 Eh.